17
Properties=species:S:1:pos:R:3:mulliken_charge:R:1 method="wB97M-V/def2-TZVPD" charge=0 e_above_lowest_kj_mol=279.9 energy_ev=-25698.1827 orbital_gap_ev=7.82
C 2.1067 -0.5697 -1.4376 -0.803
C -1.8529 -2.8938 -1.1504 -0.150
C 1.4370 0.5009 -1.6159 0.807
C 1.4404 -1.9152 -1.3772 0.528
C -1.4982 -0.5377 0.2391 0.593
C -0.0337 1.1195 1.4394 -0.828
N -0.6208 -2.7981 -1.3705 -0.653
N 0.1171 -1.7583 -1.2072 -0.001
N -0.9974 0.2587 0.9618 -0.141
O 0.7969 1.4370 -1.9225 -0.428
O 2.0611 -2.9214 -1.1978 -0.568
S -2.6897 -1.6230 -0.0405 -0.163
H 3.1204 -0.3769 -1.1365 0.338
H -2.3342 -3.7871 -1.1347 0.435
H -0.1685 1.4387 2.4691 0.272
H -0.1419 1.9720 0.9364 0.374
H 0.8479 0.6181 1.2309 0.389

18
Properties=species:S:1:pos:R:3:mulliken_charge:R:1 method="wB97M-V/def2-TZVPD" charge=0 e_above_lowest_kj_mol=586.2 energy_ev=-11947.2430 orbital_gap_ev=9.10
C 0.6191 0.3294 -0.6991 0.958
C 0.2669 -1.0249 -0.8135 -1.181
C -0.5199 -1.4135 0.4359 -0.405
C 0.7833 0.4355 1.0518 -0.431
C -0.4932 1.2471 0.9179 0.328
C -0.6398 1.1977 -0.6823 -0.995
H 1.4107 1.4136 -2.2597 0.409
H -0.1133 -1.1803 -1.7028 0.515
H 1.1971 -1.6948 -0.6837 0.290
H -1.5742 -0.7809 0.3131 0.161
H -1.0783 -2.5042 0.6226 0.305
H -0.1973 -1.2295 2.2945 0.269
H 1.5044 0.7767 1.7374 0.488
H -0.3959 2.1599 -1.0635 0.485
H -1.5085 0.6524 -1.1160 0.265
N 0.2949 -0.9411 1.4585 -0.408
O 1.9174 0.9794 -1.2396 -0.586
O -1.4735 1.5775 1.4284 -0.466

17
Properties=species:S:1:pos:R:3:mulliken_charge:R:1 method="wB97M-V/def2-TZVPD" charge=0 e_above_lowest_kj_mol=679.6 energy_ev=-9794.4233 orbital_gap_ev=9.02
C -1.8103 0.2193 0.5427 -0.216
N -1.7596 -1.0629 0.1518 -0.333
N -0.9468 -1.4848 -0.8387 -0.430
C 0.4064 -1.6655 -0.5206 0.032
C 1.0938 -0.9922 0.6045 -0.562
N 1.3873 0.1939 -0.2844 -0.353
C 0.4445 1.3845 -0.2912 -0.604
C -1.0612 0.9910 -0.5005 -0.598
H -2.1244 0.1978 1.7941 0.321
H 1.1089 -2.0984 -1.2846 0.333
H 2.0040 -1.4120 1.1328 0.388
H 0.7618 -0.6628 1.6971 0.243
H 2.1835 0.4398 0.1975 0.246
H 0.8536 2.2428 -0.9173 0.355
H 0.2911 1.4894 0.7476 0.364
H -1.5950 1.9698 -0.8336 0.360
H -1.2374 0.2504 -1.3971 0.454

16
Properties=species:S:1:pos:R:3:mulliken_charge:R:1 method="wB97M-V/def2-TZVPD" charge=0 e_above_lowest_kj_mol=89.8 smiles=O[C@H]1[C@H]2SCC[C@]21S energy_ev=-29031.7509 orbital_gap_ev=9.67
O -0.0064 -2.1796 0.4671 -0.557
C 0.9597 -1.1728 0.3951 -0.565
C 1.0563 -0.2966 -0.7916 -0.200
S -0.2465 -0.3871 -2.0390 -0.231
C -1.3210 0.7575 -1.1001 -0.538
C -0.9812 0.5597 0.3804 -0.839
C 0.5255 0.2730 0.4845 0.387
S 1.5633 1.4467 1.3415 -0.235
H -0.3899 -2.1872 -0.4329 0.358
H 1.8722 -1.4238 0.8999 0.413
H 2.0255 -0.0315 -1.2152 0.425
H -2.3571 0.5680 -1.3211 0.399
H -1.0810 1.7844 -1.3965 0.299
H -1.5653 -0.3016 0.8007 0.314
H -1.2862 1.4374 0.9671 0.434
H 1.2320 1.1536 2.5602 0.137

79
Properties=species:S:1:pos:R:3:mulliken_charge:R:1 method="wB97M-V/def2-TZVPD" charge=+1 e_above_lowest_kj_mol=0.0 energy_ev=-58744.4874 orbital_gap_ev=5.84
F 0.0567 -15.6857 3.6403 -0.273
C 0.3245 -14.3653 3.8678 0.976
F -0.7643 -13.8289 4.5150 -0.261
F 1.3600 -14.2921 4.7728 -0.250
C 0.6324 -13.5821 2.6305 -1.061
N 0.8898 -12.1905 3.0261 0.352
C 2.2436 -11.8190 3.0623 0.131
C 3.0882 -12.0840 1.9653 -0.363
C 4.4180 -11.6700 2.0035 -0.737
C 4.9126 -11.0031 3.1342 -0.403
C 4.0911 -10.8158 4.2492 -0.952
C 2.7962 -11.3205 4.2550 -0.084
C -0.1671 -11.3049 3.2003 1.993
C -0.0360 -10.0892 3.9274 -0.580
C -1.0196 -9.1102 3.8953 -1.102
C -2.2040 -9.2362 3.0947 0.449
C -3.1597 -8.1934 2.8720 -0.892
C -4.2284 -8.3262 1.9076 0.457
C -5.6107 -8.0633 2.1657 -1.142
C -6.6005 -8.3916 1.2473 -0.737
C -6.2856 -8.6301 -0.1125 1.725
N -7.2506 -8.6059 -1.1023 0.443
C -8.6888 -8.4921 -0.8195 -1.211
C -9.2342 -9.8776 -0.6714 1.021
F -10.5433 -9.9371 -0.2867 -0.276
F -9.1103 -10.5978 -1.8377 -0.248
F -8.4998 -10.5684 0.2644 -0.269
C -6.9294 -8.6248 -2.4619 0.081
C -6.2340 -9.7153 -3.0131 -0.158
C -5.8486 -9.6671 -4.3463 -0.839
C -6.3301 -8.6458 -5.1734 -0.445
C -7.1651 -7.6484 -4.6511 -0.774
C -7.4241 -7.6041 -3.2871 -0.379
C -4.9177 -8.8497 -0.4050 -0.526
C -3.9366 -8.7243 0.5733 -1.049
C -2.3839 -10.5420 2.5204 -1.159
C -1.4413 -11.5502 2.6324 -0.910
H 1.5396 -13.9779 2.1632 0.471
H -0.2216 -13.6613 1.9546 0.303
H 2.6976 -12.5894 1.0813 0.465
H 5.0807 -11.8684 1.1585 0.399
H 5.9444 -10.6478 3.1532 0.404
H 4.4546 -10.2980 5.1392 0.405
H 2.1902 -11.3338 5.1635 0.580
H 0.8618 -9.9385 4.5382 0.233
H -0.8628 -8.1962 4.4789 0.796
H -3.1598 -7.3268 3.5438 0.686
H -5.9094 -7.6716 3.1404 0.460
H -7.6444 -8.4849 1.5497 0.304
H -8.8691 -7.9303 0.0994 0.364
H -9.1731 -8.0179 -1.6771 0.466
H -5.9779 -10.5648 -2.3672 0.656
H -5.1838 -10.4435 -4.7310 0.371
H -6.0644 -8.6269 -6.2336 0.387
H -7.6111 -6.8883 -5.2911 0.401
H -7.9800 -6.7706 -2.8529 0.478
H -4.6226 -9.1590 -1.4092 0.493
H -2.9028 -8.9122 0.2841 0.467
H -3.2997 -10.7632 1.9782 0.515
H -1.6594 -12.5400 2.2435 0.289
H -2.0003 -5.7205 2.8025 -0.273
B -1.6479 -4.4793 2.8847 0.139
H -2.2802 -3.8159 2.0491 -0.138
H -1.8732 -4.0791 4.0386 -0.107
C -0.1079 -4.2267 2.5888 -0.228
N 0.6382 -3.0922 2.4439 0.227
C 0.1935 -1.7152 2.5355 -0.798
C 1.9679 -3.3966 2.2089 -0.361
C 2.0620 -4.7497 2.2015 -0.408
N 0.7888 -5.2389 2.4303 0.259
C 0.4688 -6.6322 2.5899 -0.804
H 1.0592 -1.0873 2.2941 0.294
H -0.6089 -1.5050 1.8121 0.307
H -0.1417 -1.4608 3.5539 0.295
H 2.7222 -2.6359 2.0745 0.406
H 2.9201 -5.3874 2.0572 0.408
H 1.3305 -7.2335 2.2893 0.280
H 0.2486 -6.8731 3.6434 0.293
H -0.3992 -6.9266 1.9779 0.266

30
Properties=species:S:1:pos:R:3:mulliken_charge:R:1 method="wB97M-V/def2-TZVPD" charge=+2 e_above_lowest_kj_mol=174.2 energy_ev=-15663.2169 orbital_gap_ev=6.70
C -0.5349 0.6105 2.8827 -0.840
C -1.6311 0.0727 2.3548 0.540
N -3.0091 0.5790 2.6120 -0.247
C -1.6442 -1.1631 1.4960 -0.437
C -0.7719 -1.5915 0.6377 -0.749
N 0.3817 -0.8656 0.3273 0.381
C 1.5418 -1.3388 0.5986 -0.074
C 0.1329 0.3185 -0.5252 -0.676
C 0.8981 0.4926 -1.8464 0.176
C 0.6950 -0.5100 -2.8458 -0.240
C 1.3207 -0.3281 -4.1561 -0.759
C 2.2985 0.7146 -4.2035 -0.265
C 2.7294 1.4170 -3.1529 -0.749
C 2.0347 1.3676 -1.9613 -0.060
H 0.4531 0.3826 2.6284 0.337
H -0.4907 1.6736 3.3163 0.306
H -3.0919 1.6109 2.4461 0.398
H -3.3851 0.4246 3.4859 0.319
H -3.5779 0.0184 1.8522 0.444
H -2.5428 -1.8250 1.6052 0.380
H -0.9879 -2.4979 0.0743 0.477
H 2.4818 -0.8007 0.2985 0.299
H 1.7107 -2.3139 0.9548 0.348
H 0.1198 1.3265 0.1513 0.376
H -0.8954 0.2644 -0.8250 0.519
H 0.0188 -1.3502 -2.5643 0.277
H 1.0517 -0.9390 -4.9569 0.479
H 2.8795 0.7850 -5.0679 0.413
H 3.4076 2.3025 -3.2526 0.310
H 2.1631 2.0284 -1.0621 0.315

80
Properties=species:S:1:pos:R:3:mulliken_charge:R:1 method="wB97M-V/def2-TZVPD" charge=-1 e_above_lowest_kj_mol=0.0 energy_ev=-295309.3340 orbital_gap_ev=7.54
O -2.6812 -0.3635 0.4362 0.054
C -2.4158 0.5680 -0.5636 0.678
O -2.2083 0.2224 -1.7489 -0.757
O -2.5844 1.7675 -0.1849 -0.812
H -2.8244 0.4084 1.0480 -0.253
C 3.1697 2.3848 -6.6088 -1.278
C 2.2263 1.8209 -5.5362 0.080
O 1.3137 0.9492 -6.1869 -0.310
P 0.1898 0.1750 -5.3084 0.772
O -0.8708 1.0803 -4.8469 -0.730
O -0.2454 -1.0110 -6.3216 -0.380
C 0.7539 -1.8965 -6.8088 -0.236
C 0.3978 -3.3479 -6.4876 -1.026
O 1.1020 -0.5420 -4.2109 -0.073
C 0.7322 -0.6091 -2.8252 0.389
C 2.0436 -0.6703 -2.0455 -1.305
H 3.4669 1.5729 -7.2750 0.309
H 2.6642 3.1433 -7.2003 0.296
H 4.0948 2.6849 -6.1169 0.390
H 2.7972 1.3176 -4.7519 0.072
H 1.6773 2.6181 -5.0283 0.340
H 0.7720 -1.7631 -7.8955 0.369
H 1.7605 -1.6241 -6.4879 0.260
H -0.5210 -3.6503 -6.9870 0.301
H 1.1755 -4.0269 -6.8397 0.355
H 0.3084 -3.4165 -5.4034 0.186
H 0.1786 0.2607 -2.4708 0.300
H 0.1206 -1.4910 -2.6430 0.030
H 1.9031 -0.5939 -0.9658 0.269
H 2.5167 -1.6522 -2.1405 0.353
H 2.7350 0.0962 -2.3932 0.313
C -0.3001 1.5829 2.6571 -0.503
C 0.8070 0.7154 2.0985 0.126
O 2.1451 1.0797 2.4953 -0.325
P 2.5754 1.6189 3.9291 0.790
O 4.0290 1.6920 4.1662 -0.825
O 1.7553 0.6824 4.9392 -0.229
C 2.2734 0.5424 6.2715 -0.377
C 2.1518 1.7873 7.1196 -0.792
O 1.8545 3.0344 4.0842 -0.067
C 2.3881 4.1680 3.3822 -0.386
C 2.8808 5.1722 4.3990 -1.150
H -0.4606 1.4322 3.7228 0.355
H -0.1008 2.6366 2.4562 0.094
H -1.2271 1.4097 2.1086 -0.028
H 0.5907 -0.3182 2.3821 0.208
H 0.7114 0.6759 1.0136 0.076
H 1.7035 -0.2806 6.7002 0.323
H 3.3284 0.2631 6.2450 0.345
H 1.1016 1.9783 7.3486 0.279
H 2.7503 1.7095 8.0266 0.367
H 2.5061 2.6754 6.5942 0.080
H 3.1906 3.8500 2.7114 0.382
H 1.6111 4.5094 2.6939 0.377
H 2.1270 5.6631 5.0116 0.294
H 3.5979 4.6596 5.0407 0.241
H 3.4253 5.9552 3.8639 0.381
C -2.1413 -4.2694 1.4608 -1.060
C -2.1871 -3.2049 2.5804 0.928
C -3.5778 -2.5772 2.6656 1.200
F -4.5413 -3.4705 2.3379 -0.292
F -3.8371 -2.0891 3.9051 -0.291
F -1.8210 -3.7780 3.7535 -0.396
F -1.2220 -2.2706 2.3532 -0.176
O -2.5114 -3.6009 0.2569 -0.309
C -1.5190 -3.3947 -0.6828 0.866
C -2.0656 -2.4563 -1.7751 0.926
F -1.1566 -2.3569 -2.7742 -0.343
F -3.2236 -2.9471 -2.2728 -0.325
F -0.4197 -2.9088 -0.0732 -0.289
F -1.1771 -4.5754 -1.2413 -0.354
H -2.8623 -5.0661 1.6310 0.383
H -1.1614 -4.7426 1.4046 0.398
H -3.5923 -1.7249 1.9787 -0.537
H -2.2626 -1.4527 -1.3773 -0.264
C -5.8906 0.7501 1.3339 -0.283
Br -6.4720 -1.0354 0.7404 -0.040
Br -4.6429 0.6870 2.8307 -0.058
Br -7.4779 1.8699 1.7596 -0.098
H -5.4016 1.3074 0.5421 0.416

118
Properties=species:S:1:pos:R:3:mulliken_charge:R:1 method="wB97M-V/def2-TZVPD" charge=+1 energy_ev=-142746.9113 orbital_gap_ev=6.46
C 2.3222 3.1859 1.5921 -1.211
P 0.6083 2.5779 1.7919 0.548
C -0.3065 3.4077 0.4581 -1.268
N 0.7771 0.9307 1.0367 1.470
N 1.3655 0.9984 -0.1732 -1.267
C 1.5425 -0.1029 -0.8465 0.381
C 2.1417 0.0978 -2.2029 -0.970
C 3.6894 -0.0803 -2.2778 -0.070
O 4.0374 -1.1136 -3.1981 -0.571
C 4.3646 -0.4382 -0.9738 -0.111
N 5.8170 -0.5138 -1.2001 -0.746
C 1.1949 -1.3865 -0.2982 0.655
C 1.3806 -2.5701 -1.1873 -1.401
C 0.0585 -2.8485 -1.9297 -0.910
O -0.3361 -1.6209 -2.5479 -0.274
Si -1.9374 -1.1450 -2.4961 0.411
C -2.5310 -0.9207 -0.7367 -0.502
C -2.9860 -2.3603 -3.4251 -1.300
C -1.9940 0.5322 -3.2962 -0.744
C 0.6651 -1.4092 0.9709 0.152
C 0.3091 -2.6574 1.7749 1.007
F 0.8735 -2.4583 3.0070 -0.215
F -1.0265 -2.7510 1.8858 -0.308
C 0.7983 -4.1155 1.4601 -0.068
F 2.1126 -4.1649 1.3824 -0.235
F 0.4261 -4.8517 2.4861 -0.261
F 0.2556 -4.6521 0.3886 -0.213
C 0.3815 -0.1850 1.6506 0.498
Si -0.5479 0.1325 3.4037 0.573
C -1.3305 -1.3600 4.2199 -1.432
C 0.6574 0.8287 4.6487 -1.339
C -2.0509 1.2203 3.1084 -1.261
H 2.6303 3.6104 2.5434 0.410
H 2.3494 3.9336 0.8028 0.407
H 2.9838 2.3695 1.3085 0.142
H -1.3338 3.5770 0.7745 0.345
H 0.1618 4.3677 0.2458 0.449
H -0.3143 2.8298 -0.4653 0.245
H 1.6876 -0.5859 -2.9107 0.169
H 1.8979 1.1075 -2.5231 0.629
H 4.1169 0.8627 -2.6280 0.356
H 3.5160 -1.0018 -4.0008 0.356
H 3.9780 -1.4051 -0.6251 0.214
H 4.1888 0.3336 -0.2258 0.100
H 6.2917 -0.5416 -0.3063 0.254
H 6.0308 -1.3817 -1.6752 0.253
H 1.7572 -3.4495 -0.6857 0.922
H 2.1136 -2.3659 -1.9658 0.206
H 0.2595 -3.5834 -2.7067 0.383
H -0.7246 -3.1908 -1.2520 0.515
H -3.5399 -0.5069 -0.7428 0.628
H -2.6160 -1.9013 -0.2565 0.249
H -1.8594 -0.3118 -0.1306 -0.312
H -2.6642 -3.3947 -3.2933 0.351
H -2.8670 -2.1431 -4.4897 0.347
H -4.0474 -2.2701 -3.1986 0.384
H -1.4079 1.2012 -2.6568 0.199
H -1.6335 0.5463 -4.3212 0.322
H -3.0261 0.8697 -3.2139 0.091
H -1.8680 -0.8842 5.0478 0.509
H -2.0960 -1.8683 3.6390 0.283
H -0.6558 -2.0777 4.6805 0.380
H 0.4516 0.4424 5.6400 0.464
H 1.6736 0.5891 4.3261 0.346
H 0.5807 1.9118 4.6299 0.445
H -2.8293 0.9618 3.8223 0.446
H -1.7994 2.2694 3.2624 0.365
H -2.4448 1.1425 2.0921 0.316
C 1.1322 2.9046 9.0703 -0.979
S -0.1015 1.7383 8.5015 0.574
O -0.4052 2.0929 7.0840 -0.574
C -1.4579 2.3668 9.4936 -1.051
H 2.0509 2.6950 8.5262 0.282
H 0.7939 3.9197 8.8630 0.332
H 1.2974 2.7619 10.1377 0.389
H -1.6230 3.4182 9.2592 0.302
H -1.2219 2.2392 10.5497 0.388
H -2.3443 1.7878 9.2445 0.333
C 1.3629 -6.5496 -6.2492 -1.065
S 1.8610 -5.5811 -4.8272 0.470
O 0.6832 -4.7440 -4.4525 -0.555
C 3.0035 -4.5081 -5.7005 -0.755
H 0.6076 -7.2576 -5.9159 0.341
H 0.9448 -5.8895 -7.0085 0.315
H 2.2264 -7.0891 -6.6373 0.408
H 2.4751 -3.9864 -6.4983 0.316
H 3.8217 -5.1036 -6.1042 0.407
H 3.3975 -3.7932 -4.9800 0.079
C 2.6400 -1.5231 5.1087 -0.450
S 3.3110 -1.2399 6.7511 0.508
O 3.2830 0.2302 6.9663 -0.581
C 5.0045 -1.6782 6.3480 -1.019
H 1.5861 -1.2668 5.1370 -0.579
H 3.1626 -0.8882 4.3913 0.347
H 2.7555 -2.5747 4.8469 0.554
H 5.3633 -1.0382 5.5418 0.299
H 5.0484 -2.7282 6.0590 0.376
H 5.6052 -1.5192 7.2405 0.358
C -7.1369 3.4740 -2.8179 -1.043
S -5.7659 2.8081 -3.7693 0.626
O -5.6162 1.3720 -3.3793 -0.645
C -4.4876 3.7067 -2.8894 -1.002
H -8.0479 3.0055 -3.1833 0.352
H -6.9997 3.2434 -1.7611 0.296
H -7.1881 4.5511 -2.9744 0.369
H -4.5409 3.4556 -1.8286 0.430
H -4.6264 4.7743 -3.0489 0.482
H -3.5296 3.4011 -3.3033 0.150
C -1.9873 4.9553 -6.9384 -0.909
S -3.6738 4.3648 -7.1161 0.394
O -4.3633 4.6310 -5.8261 -0.518
C -3.2708 2.6154 -7.1183 -0.572
H -2.0251 6.0399 -6.8657 0.325
H -1.5500 4.5362 -6.0317 0.244
H -1.4083 4.6665 -7.8154 0.382
H -2.7479 2.3618 -6.1953 -0.065
H -2.6553 2.3865 -7.9882 0.418
H -4.2066 2.0634 -7.1740 0.326

15
Properties=species:S:1:pos:R:3:mulliken_charge:R:1 method="wB97M-V/def2-TZVPD" charge=0 e_above_lowest_kj_mol=6.6 smiles="[H]/N=C/NC(=S)CCCl" energy_ev=-30599.2187 orbital_gap_ev=8.65
H 2.3772 -1.7901 -0.1334 0.242
N 1.6095 -1.1654 0.0710 -0.541
C 1.7503 -0.1828 -0.6806 -0.055
N 0.8957 0.9219 -0.7329 -0.167
C -0.1925 1.2873 0.0414 0.184
S -0.8205 2.8131 -0.1063 -0.286
C -0.7836 0.2675 0.9787 -0.763
C -1.4737 -0.8872 0.2556 -0.339
Cl -2.8790 -0.3724 -0.7026 -0.195
H 2.4967 -0.0173 -1.4379 0.370
H 1.1252 1.6257 -1.4231 0.231
H -1.4823 0.7088 1.6946 0.419
H 0.0173 -0.1944 1.5269 0.319
H -1.8587 -1.5794 1.0425 0.324
H -0.7817 -1.4353 -0.3939 0.255

17
Properties=species:S:1:pos:R:3:mulliken_charge:R:1 method="wB97M-V/def2-TZVPD" charge=0 e_above_lowest_kj_mol=610.4 energy_ev=-18119.2586 orbital_gap_ev=8.16
C -1.8313 1.4836 0.6346 -0.535
C -1.6621 0.7538 -0.6667 -0.493
C 0.2828 -1.1606 0.8119 -0.229
C 1.1409 -0.7239 -0.3254 -0.465
H -0.5956 1.4025 1.1116 0.006
H -2.0572 2.5444 0.2894 0.309
H -2.5615 0.8407 1.4465 0.271
H -2.4729 0.7903 -1.4288 0.405
H -0.6637 1.0244 -1.1946 0.255
H -2.4889 -1.4384 -0.8531 0.318
H 0.7704 -1.1321 1.8598 0.366
H 2.0235 -1.4842 -0.5100 0.271
H 0.5994 -0.7942 -1.2465 0.499
H 1.5033 1.3953 1.3775 0.096
N -1.4788 -0.9235 -0.7573 -0.459
N -0.9347 -1.2781 0.6223 -0.434
S 2.2035 0.6340 -0.1646 -0.179

32
Properties=species:S:1:pos:R:3:mulliken_charge:R:1 method="wB97M-V/def2-TZVPD" charge=+1 e_above_lowest_kj_mol=22.3 energy_ev=-37208.2144 orbital_gap_ev=8.24
C -0.5903 -0.8523 -4.4227 -1.227
Ti -0.9286 -0.0477 -2.3847 -0.017
N 0.3616 1.8620 -2.8075 -0.741
H -0.4605 -1.6334 -2.2125 0.090
H -2.1742 0.4335 -1.4722 0.064
H -1.3337 -1.5765 -4.1277 0.439
H 0.4475 -1.1601 -4.6537 0.317
H -1.0411 0.0615 -4.7751 0.357
H 1.2825 1.9800 -2.3092 0.268
H -0.2480 2.5849 -2.3940 0.325
H 0.5379 2.2303 -3.7515 0.294
C 1.4555 -1.5474 -0.2236 -1.082
N 0.9215 -0.8611 0.9473 0.132
C 1.0298 -1.4992 2.2161 -0.465
C 0.9560 -0.4129 3.2477 -0.713
C -0.3348 0.3578 3.1315 -0.680
N -0.5991 0.7238 1.7661 0.186
C -1.6332 1.7435 1.5935 -0.978
C -0.0029 0.0948 0.7355 0.683
O -0.2777 0.4183 -0.4685 -0.143
H 1.5324 -0.8743 -1.1012 0.278
H 0.8451 -2.4032 -0.5389 0.326
H 2.4802 -1.8885 0.0256 0.351
H 0.2001 -2.2242 2.3434 0.275
H 1.9953 -1.9904 2.2143 0.343
H 1.8073 0.2715 3.1948 0.305
H 0.9691 -0.8754 4.2303 0.368
H -0.2974 1.2783 3.7040 0.382
H -1.1918 -0.2292 3.5032 0.343
H -2.5652 1.3860 2.0515 0.339
H -1.3443 2.6212 2.1953 0.324
H -1.7990 2.0286 0.5427 0.259